Here is a molecular structure, C24H18AlF6NO4PS7 at a distorted geometry from the OMol25 dataset. Energies are from ωB97M-V/def2-TZVPD.

Geometry (Å):
Al 0.62161 -1.25318 -0.54048
F 0.45711 -1.92578 4.74932
C 0.59421 -1.30028 3.60472
F 1.57261 -0.41738 3.69122
F -0.52929 -0.66018 3.30492
S 0.95201 -2.51138 2.20732
O 1.29811 -1.59358 1.06372
O 1.97671 -3.39928 2.57182
N -0.46199 -3.12688 1.95782
S -0.93619 -3.61438 0.55852
O -2.27249 -4.04178 0.51602
O -0.57999 -2.56128 -0.45008
C 0.30911 -4.94998 0.07772
F 1.43411 -4.25828 -0.14498
F 0.50741 -5.78678 1.07092
F -0.00379 -5.60668 -1.01618
C 3.95891 1.34572 -3.99608
S 3.55121 1.67542 -2.25548
C 4.12811 0.16092 -1.56478
C 3.42481 -0.98518 -1.54718
S 1.84721 -1.20518 -2.33848
S 4.19721 -2.39238 -0.85188
C 5.72321 -1.59678 -0.44918
S 6.97881 -2.37238 0.21922
S 5.73391 0.10682 -0.86708
H 3.64511 2.22152 -4.55268
H 3.41531 0.46592 -4.32068
H 5.03071 1.20262 -4.09668
C -1.46079 4.08372 -2.99938
C -2.56879 3.58502 -2.32928
C -2.44819 2.46782 -1.52218
C -1.20609 1.85402 -1.38548
C -0.09859 2.34282 -2.07368
C -0.23039 3.45442 -2.88658
P -0.93669 0.56412 -0.13648
C -0.46829 1.55562 1.31682
C 0.89681 1.58252 1.59572
C 1.38271 2.35072 2.63682
C 0.50181 3.10342 3.39882
C -0.85399 3.10482 3.10562
C -1.34599 2.34112 2.05902
C -2.51479 -0.30448 0.06322
C -2.99639 -0.91788 -1.09568
C -4.10869 -1.73198 -1.03118
C -4.74089 -1.94398 0.18452
C -4.25389 -1.35018 1.33552
C -3.13529 -0.53368 1.28532
H -1.55679 4.97412 -3.60058
H -3.52669 4.07762 -2.42098
H -3.30959 2.07042 -1.00328
H 0.86091 1.85422 -1.96528
H 0.63001 3.83582 -3.41668
H 1.57321 0.98542 0.98162
H 2.44041 2.35692 2.85152
H 0.88341 3.69602 4.21582
H -1.52689 3.71472 3.68922
H -2.39769 2.35802 1.81452
H -2.48599 -0.74488 -2.03778
H -4.47209 -2.21208 -1.92498
H -5.60539 -2.58568 0.23002
H -4.74189 -1.53318 2.27872
H -2.75239 -0.07518 2.18552

Computed properties:
ΔE to the lowest compared entry with this formula, charge and spin = 12.3 kcal per mole
LUMO level = -2.8 eV
F_max = 0.0205 hartree/bohr
Kohn-Sham gap = 7.77 eV
Highest occupied orbital energy = -10.56 eV
Charge = +1

Here is C13H7Br2NO3 in the gas phase at a distorted geometry from the OMol25 dataset. Energies are from ωB97M-V/def2-TZVPD.

Geometry (Å):
O 0.68627 2.47998 -4.79601
N -0.17270 1.80027 -4.27145
O -1.20893 1.43283 -4.89231
C -0.01113 1.39992 -2.94024
C 1.23254 1.56165 -2.33701
C 1.46809 1.03952 -1.06027
C 0.40476 0.43356 -0.38518
C -0.83013 0.29094 -0.94137
C -1.00132 0.75260 -2.25073
C -1.84509 -0.26168 0.07204
C -0.87525 -0.63791 1.18160
C 0.38149 -0.11494 0.94077
C 1.43482 -0.39909 1.79282
C 1.24120 -1.16745 2.93224
Br 2.67219 -1.58844 4.16100
C -0.02699 -1.69401 3.19421
O -0.24835 -2.38324 4.35049
C -1.09983 -1.44814 2.29188
Br -2.81591 -2.23624 2.63348
H 2.09126 2.05616 -2.83315
H 2.46161 1.09027 -0.66351
H -1.98791 0.65992 -2.70676
H -2.59564 0.44983 0.39712
H -2.34935 -1.15734 -0.31160
H 2.41171 0.01689 1.56287
H 0.58262 -2.37586 4.87906

Computed properties:
ΔE to the lowest compared entry with this formula, charge and spin = 3.0 kcal per mole
LUMO level = -0.9 eV
F_max = 0.0796 hartree/bohr
SMILES = O=[N+]([O-])c1ccc2c(c1)Cc1c-2cc(Br)c(O)c1Br
Kohn-Sham gap = 7.87 eV
Highest occupied orbital energy = -8.81 eV
Charge = 0

Here is 12 unconnected molecules or ions with the total composition C4H34N2O11S2 at a distorted geometry from the OMol25 dataset. Energies are from ωB97M-V/def2-TZVPD.

Geometry (Å):
C 1.11424 -0.36468 -2.78348
N 0.79447 -0.40637 -1.37213
C -0.54518 0.08798 -1.27100
C -0.87682 0.43111 0.24867
N -0.72422 -0.77400 1.10498
C -2.31391 0.88076 0.33415
S -2.78678 2.17533 1.41078
S -1.81173 2.51755 3.09297
H 0.45337 -0.76291 -3.55512
H 1.14604 0.65136 -3.11644
H 2.08683 -0.97037 -2.91082
H 0.78111 -1.32782 -1.05471
H -1.31658 -0.63714 -1.65494
H -0.65314 1.00649 -1.84661
H -0.10683 1.24695 0.42960
H -0.87887 -0.49730 2.14139
H 0.17239 -1.21045 1.26951
H -2.96609 -0.05132 0.56276
H -2.80910 1.16952 -0.55747
H -2.13708 2.01747 4.16501
O -0.50913 -3.11405 -0.95575
H -1.13811 -2.54384 -0.48056
H 0.33267 -3.09044 -0.49820
O 2.69399 1.22723 0.22685
H 2.04014 1.19678 0.96888
H 2.29126 0.78494 -0.53548
O 0.96502 2.84301 -1.29976
H 1.62057 2.47045 -0.79023
H 0.95043 2.22869 -2.08904
O 1.28885 0.79515 2.57948
H 0.83873 1.54920 2.93877
H 2.07036 0.39292 2.90750
O 3.68321 -0.44645 2.86648
H 4.04588 -1.42551 2.97615
H 4.41044 0.10815 2.42991
O -1.23555 -5.68397 -0.17309
H -1.44011 -6.29380 -0.89178
H -1.41119 -4.79626 -0.61316
O 1.97464 -3.08855 0.25031
H 2.52013 -2.37362 -0.05656
H 1.88932 -2.82438 1.16944
O -2.20270 3.40420 -1.45642
H -1.25885 3.53371 -1.05991
H -2.65816 4.23547 -1.49005
O -1.45915 0.14514 -4.30395
H -2.02432 0.15737 -3.67336
H -1.11541 1.08031 -4.15519
O 5.25562 0.89519 1.16507
H 4.48583 1.01908 0.49799
H 5.86077 1.62090 1.21068
O -1.06086 -4.74375 -3.36690
H -0.54865 -4.26096 -2.83654
H -1.87071 -4.30354 -3.41988

Computed properties:
ΔE to the lowest compared entry with this formula, charge and spin = 64.0 kcal per mole
LUMO level = 0.0 eV
F_max = 0.1813 hartree/bohr
SMILES = CNC[C@H](N)CSS.O.O.O.O.O.O.O.O.O.O.O
Kohn-Sham gap = 9.11 eV
Highest occupied orbital energy = -9.07 eV
Charge = 0

Here is a molecular structure, C4H9NS at a distorted geometry from the OMol25 dataset. Energies are from ωB97M-V/def2-TZVPD.

Geometry (Å):
C 1.75795 -0.97778 -0.00989
C 0.50656 0.02550 0.17767
C -0.84463 -0.41102 0.62211
C -0.73634 -0.30479 -0.78472
H 2.50731 -0.26603 -0.70792
H 1.41351 -2.03344 -0.90785
H 2.27803 -1.17670 0.92031
H 0.60926 1.10973 0.29442
H -1.00555 -1.33779 1.16526
H -1.29171 1.67472 0.75755
H -2.39864 0.85489 1.41812
H -0.58759 -1.31951 -1.02523
H 0.34857 2.33495 -1.59891
N -1.37114 0.71702 1.42260
S -1.18560 1.11027 -1.74353

Computed properties:
ΔE to the lowest compared entry with this formula, charge and spin = 150.1 kcal per mole
LUMO level = -0.9 eV
F_max = 0.1087 hartree/bohr
Kohn-Sham gap = 8.30 eV
Highest occupied orbital energy = -9.20 eV
Charge = 0